ORCA calculation (the ωB97M-V functional and the def2-TZVPD basis) on C36H62Ag2FNO14 as an isolated structure.

E_HOMO (alpha / beta) = -13.19 / -13.00 eV
Gap between HOMO and LUMO (alpha / beta) = 0.3171 / 0.1690 Eh
Total charge = +2
Electronic energy = -79186.714 eV
Multiplicity = 3
Energy relative to the best compared isomer or geometry (same formula, charge and spin) = 0.0 kcal/mol

Each line ends with the Löwdin spin population.
Geometry (Å):
Ag1 14.01757 -21.98861 -18.51328  0.10
Ag2 11.85831 -21.42774 -15.62251  0.13
F1 14.18147 -21.21580 -16.24890  0.03
C1 10.89444 -22.90673 -19.83912  0.02
C2 10.73232 -22.91548 -18.34933  0.05
C3 10.18609 -24.23156 -17.69418  0.00
O1 11.86827 -22.36932 -17.67645  0.62
H1 11.51575 -23.74941 -20.14239  0.00
H2 11.36715 -21.94106 -20.01832  0.00
H3 10.13931 -23.01798 -20.61727  0.00
H4 9.97167 -22.15042 -18.19373  0.03
H5 10.58685 -25.11382 -18.19329  0.00
H6 9.13408 -24.29857 -17.97149  0.00
H7 10.34291 -24.47660 -16.64372  0.00
C4 5.10367 -25.38672 -26.22066  0.01
C5 4.90591 -25.32093 -24.73273  0.04
C6 4.86042 -26.83541 -24.27788  0.00
C7 5.34410 -27.11607 -22.87151  0.00
C8 6.61925 -26.39647 -22.45674  0.01
C9 6.53409 -24.90902 -22.68217  0.06
N1 6.03212 -24.59824 -23.97385  0.61
O2 6.19753 -23.30945 -24.30323  0.11
C10 5.68507 -24.22690 -21.58591  0.06
C11 8.01034 -24.33817 -22.53248  0.03
C12 3.58415 -24.55490 -24.37192  0.04
H8 4.36897 -25.86628 -26.86744  0.00
H9 6.03068 -25.95190 -26.31713  0.00
H10 5.27284 -24.35697 -26.53547  0.00
H11 3.84612 -27.23182 -24.32436  0.00
H12 5.34427 -27.59803 -24.88813  0.00
H13 5.39581 -28.20465 -22.85062  0.00
H14 4.53964 -26.92354 -22.16167  0.00
H15 7.58526 -26.65806 -22.88857  0.00
H16 6.79375 -26.54827 -21.39156  0.00
H17 4.60497 -24.37274 -21.60017  0.00
H18 6.06182 -24.56403 -20.62025  0.01
H19 5.90357 -23.16103 -21.65150  0.00
H20 7.93336 -23.25154 -22.57013  0.00
H21 8.35369 -24.60929 -21.53413  0.00
H22 8.65841 -24.68463 -23.33751  0.00
H23 3.48377 -23.53901 -24.75402  0.00
H24 3.60620 -24.42940 -23.28939  0.00
H25 2.66345 -25.01692 -24.72822  0.01
H26 6.86822 -23.38463 -24.98597  0.02
O3 14.18716 -22.78859 -20.57096  0.01
C13 14.12722 -22.97893 -21.80106  0.00
O4 15.16620 -23.17908 -22.58560  0.00
C14 14.98126 -23.44713 -23.95850  0.00
C15 13.45059 -23.93146 -23.79342  0.00
C16 12.78103 -23.17322 -22.67380  0.00
H27 15.64636 -24.26406 -24.23843  0.00
H28 15.07538 -22.57237 -24.60195  0.00
H29 13.21421 -24.95493 -23.50230  0.00
H30 13.08487 -23.92983 -24.82024  0.00
H31 12.06325 -23.74592 -22.08651  0.00
H32 12.33391 -22.23730 -23.00884  0.00
O5 14.22250 -24.32557 -18.19615  0.00
C17 14.32039 -25.54864 -17.85054  0.00
O6 14.93506 -26.43892 -18.68529  0.00
C18 14.98241 -27.78213 -18.17226  0.00
C19 14.22084 -27.71647 -16.87515  0.00
C20 13.65185 -26.28971 -16.67476  0.00
H33 16.00476 -28.09867 -17.96563  0.00
H34 14.57210 -28.45905 -18.92162  0.00
H35 14.89224 -27.95728 -16.05093  0.00
H36 13.46590 -28.48917 -16.72989  0.00
H37 13.87434 -25.77238 -15.74150  0.00
H38 12.59665 -26.24813 -16.94478  0.00
O7 11.60523 -23.28938 -14.47536  0.00
C21 11.60692 -24.16676 -13.66442  0.00
O8 11.89438 -25.42784 -13.96445  0.00
C22 11.69553 -26.37193 -12.87862  0.00
C23 11.35299 -25.39957 -11.62995  0.00
C24 11.46143 -23.98205 -12.13764  0.00
H39 12.53031 -26.90119 -12.41914  0.00
H40 10.76931 -26.93648 -12.98579  0.00
H41 11.94022 -25.75523 -10.78333  0.00
H42 10.34521 -25.65113 -11.29950  0.00
H43 12.31825 -23.50610 -11.66075  0.00
H44 10.52749 -23.43687 -12.00109  0.00
O9 12.11467 -30.66383 -17.54815  0.00
C25 11.28949 -29.81425 -17.27684  0.00
O10 10.87181 -29.02391 -18.23138  0.00
C26 10.15996 -27.88650 -17.81218  0.00
C27 10.30387 -28.05143 -16.25860  0.00
C28 10.74532 -29.38473 -15.96872  0.00
H45 9.18111 -27.78124 -18.28001  0.00
H46 10.73225 -27.01016 -18.11652  0.00
H47 9.36090 -27.99490 -15.71481  0.00
H48 11.05605 -27.40149 -15.81147  0.00
H49 9.87059 -30.02679 -15.86529  0.00
H50 11.43615 -29.43879 -15.12733  0.00
O11 7.88342 -24.95377 -12.66677  0.00
C29 7.42145 -24.34807 -13.64944  0.00
O12 7.67326 -24.63685 -14.92763  0.00
C30 7.19396 -23.60663 -15.73029  0.00
C31 6.08660 -23.04324 -14.97990  0.00
C32 6.69887 -23.09263 -13.63333  0.00
H51 7.05814 -23.93758 -16.75992  0.00
H52 8.07051 -22.97079 -15.85466  0.00
H53 5.12257 -23.53160 -15.12224  0.00
H54 6.01464 -22.03153 -15.37910  0.00
H55 5.98669 -22.98007 -12.81588  0.00
H56 7.46028 -22.33012 -13.46923  0.00
O13 9.67150 -20.72953 -15.71503  0.01
C33 8.78274 -20.03116 -16.27981  0.00
O14 7.47397 -19.93659 -15.82135  0.00
C34 6.70397 -19.04059 -16.61948  0.00
C35 7.56403 -18.83115 -17.79070  0.00
C36 9.00552 -19.02691 -17.36744  0.00
H57 6.37539 -18.16273 -16.06316  0.00
H58 5.75871 -19.43406 -16.99334  0.00
H59 7.47063 -17.82105 -18.18955  0.00
H60 7.25704 -19.47348 -18.61610  0.00
H61 9.45555 -18.13228 -16.93706  0.00
H62 9.68914 -19.40666 -18.12675  0.00